Entry from OMol25: C42H61FN5O4P2S2Ti as an isolated structure (wB97M-V/def2-TZVPD).

The relative energy (zero: lowest compared OMol25 entry of this formula, charge and spin) is 0.000 eV. As for the net charge: 0. The multiplicity is 2. The value obtained for the HOMO energy (spin up / spin down) is -4.73 / -6.39 eV. For the LUMO energy (spin up / spin down), the calculation gives -0.0548 / -0.0550 Eh.

Each line ends with the Mulliken charge.
Cartesian coordinates (Å):
Ti (-0.334, 0.501, -0.105)  -0.31
F (5.815, 2.343, 1.643)  -0.42
C (4.695, 3.123, 1.650)  0.37
C (3.485, 2.541, 1.378)  -0.89
C (2.309, 3.336, 1.435)  1.21
C (1.041, 2.775, 1.204)  0.93
O (0.936, 1.481, 1.020)  0.85
C (-0.098, 3.630, 1.210)  -0.04
C (0.055, 4.943, 1.485)  -0.54
N (1.282, 5.511, 1.707)  0.29
C (1.381, 6.917, 1.976)  -0.43
C (0.533, 7.866, 1.190)  -0.99
C (2.012, 7.806, 0.944)  -0.45
C (2.439, 4.731, 1.720)  -0.25
C (3.682, 5.278, 1.975)  -0.60
C (4.845, 4.467, 1.934)  -1.28
N (6.111, 5.068, 2.230)  0.41
C (6.465, 5.088, 3.633)  -0.51
C (7.508, 6.161, 3.875)  -0.80
N (8.692, 5.867, 2.984)  -0.16
C (8.302, 5.780, 1.526)  -0.93
C (7.233, 4.714, 1.396)  -0.50
C (-1.445, 3.120, 0.829)  -0.27
O (-2.471, 3.680, 1.159)  -0.73
O (-1.392, 2.052, 0.080)  -0.07
H (3.415, 1.496, 1.111)  0.39
H (-0.798, 5.604, 1.506)  0.83
H (1.569, 7.160, 3.018)  0.46
H (0.124, 8.718, 1.713)  0.24
H (-0.108, 7.449, 0.425)  0.37
H (2.632, 8.624, 1.288)  0.31
H (2.339, 7.323, 0.032)  0.23
H (3.798, 6.337, 2.153)  0.48
H (6.856, 4.114, 3.983)  0.29
H (5.581, 5.310, 4.227)  0.46
H (7.870, 6.186, 4.901)  0.39
H (7.138, 7.140, 3.577)  0.36
H (9.083, 4.965, 3.260)  0.40
H (9.422, 6.563, 3.118)  0.34
H (9.206, 5.543, 0.967)  0.42
H (7.928, 6.762, 1.246)  0.36
H (7.672, 3.734, 1.648)  0.38
H (6.911, 4.657, 0.358)  0.48
C (2.839, -2.009, 2.023)  -1.94
P (1.088, -1.442, 1.929)  1.31
C (0.274, -3.110, 1.849)  -0.27
N (0.195, -3.830, 2.932)  -0.33
C (-0.505, -4.998, 2.886)  -0.24
C (-0.620, -5.791, 4.050)  -0.47
C (-1.365, -6.936, 4.016)  -0.54
C (-2.022, -7.330, 2.827)  -0.56
C (-1.914, -6.580, 1.691)  -0.41
C (-1.139, -5.399, 1.703)  0.10
N (-0.986, -4.681, 0.556)  -0.05
C (-0.282, -3.583, 0.591)  -0.40
P (-0.028, -2.613, -0.973)  1.69
C (1.703, -3.096, -1.349)  -1.34
C (-0.973, -3.542, -2.296)  2.03
C (-0.558, -2.869, -3.619)  -1.58
C (-0.694, -5.041, -2.440)  -1.90
C (-2.469, -3.303, -2.064)  -1.67
C (0.866, -0.773, 3.683)  2.57
C (-0.471, -0.032, 3.795)  -2.14
C (0.968, -1.770, 4.838)  -2.12
C (2.001, 0.252, 3.859)  -2.79
H (3.025, -2.568, 2.942)  0.38
H (3.510, -1.151, 1.978)  0.41
H (3.069, -2.661, 1.183)  0.53
H (-0.115, -5.457, 4.948)  0.47
H (-1.463, -7.548, 4.903)  0.39
H (-2.613, -8.237, 2.823)  0.40
H (-2.402, -6.862, 0.765)  0.45
H (1.850, -4.175, -1.391)  0.27
H (2.368, -2.669, -0.603)  0.07
H (1.983, -2.648, -2.302)  0.47
H (0.446, -3.174, -3.922)  0.32
H (-0.596, -1.781, -3.564)  0.15
H (-1.250, -3.190, -4.403)  0.55
H (0.373, -5.249, -2.548)  0.32
H (-1.182, -5.392, -3.356)  0.55
H (-1.077, -5.613, -1.600)  0.21
H (-2.706, -2.238, -2.054)  0.08
H (-2.804, -3.747, -1.125)  0.21
H (-3.035, -3.764, -2.880)  0.63
H (-1.317, -0.721, 3.796)  0.25
H (-0.617, 0.685, 2.988)  -0.02
H (-0.489, 0.518, 4.740)  0.63
H (0.118, -2.445, 4.877)  0.38
H (1.000, -1.196, 5.771)  0.49
H (1.875, -2.376, 4.790)  0.29
H (2.069, 0.938, 3.021)  0.72
H (2.968, -0.236, 3.998)  0.31
H (1.795, 0.838, 4.760)  0.55
C (1.430, 0.200, -1.311)  -1.17
H (1.299, -0.320, -2.259)  0.28
H (2.203, -0.299, -0.716)  0.25
H (1.763, 1.216, -1.520)  0.43
C (-4.085, 0.495, 0.172)  -1.49
C (-3.193, 0.008, 1.309)  1.02
C (-3.996, -0.943, 2.202)  -1.68
C (-1.928, -0.700, 0.794)  0.49
H (-4.976, 0.993, 0.566)  0.45
H (-4.417, -0.358, -0.433)  0.29
H (-3.566, 1.193, -0.479)  0.10
H (-2.911, 0.878, 1.911)  0.06
H (-4.289, -1.834, 1.635)  0.30
H (-4.910, -0.468, 2.574)  0.42
H (-3.416, -1.279, 3.066)  0.35
H (-2.256, -1.464, 0.082)  0.16
H (-1.518, -1.274, 1.630)  -0.55
C (-2.674, 1.286, -4.848)  -0.67
O (-1.686, 2.181, -4.341)  -0.35
C (-1.074, 1.929, -3.166)  0.63
S (0.011, 3.069, -2.657)  -0.37
S (-1.502, 0.458, -2.381)  -0.30
H (-3.022, 1.741, -5.772)  0.26
H (-3.501, 1.178, -4.146)  0.32
H (-2.249, 0.303, -5.050)  0.28

=====

Entry from OMol25: C42H61N5O2P2S4Tl as an isolated structure (wB97M-V/def2-TZVPD).

The relative energy (zero: lowest compared OMol25 entry of this formula, charge and spin) is 1.236 eV. As for the net charge: +1. The value obtained for the HOMO energy is -9.85 eV. For the LUMO energy, the calculation gives -0.0928 Eh.

Each line ends with the Mulliken charge.
Cartesian coordinates (Å):
Tl (-10.293, -16.192, 10.825)  1.32
C (-14.665, -14.513, 12.675)  -1.15
C (-13.590, -15.205, 11.797)  1.05
C (-13.588, -16.734, 12.046)  -0.64
P (-11.832, -14.506, 11.848)  0.06
C (-11.276, -13.762, 13.490)  0.49
C (-11.801, -14.618, 14.696)  -1.30
C (-9.780, -13.628, 13.508)  -1.51
C (-11.654, -13.269, 10.591)  0.82
C (-12.588, -12.247, 10.322)  -0.45
C (-12.453, -11.350, 9.260)  0.14
C (-13.487, -10.224, 9.035)  -1.42
C (-11.312, -11.461, 8.499)  -1.04
C (-10.281, -12.364, 8.759)  -0.75
C (-10.469, -13.347, 9.753)  -0.93
N (-9.469, -14.274, 9.917)  -0.07
C (-8.624, -14.619, 8.853)  -0.82
C (-7.335, -14.089, 8.790)  -0.52
C (-6.438, -14.387, 7.752)  -0.83
C (-6.898, -15.324, 6.801)  0.61
C (-5.893, -15.927, 5.819)  -1.66
C (-8.174, -15.842, 6.851)  -0.87
C (-9.068, -15.535, 7.853)  0.88
P (-10.656, -16.449, 8.162)  0.33
C (-10.531, -18.063, 7.375)  0.98
C (-11.105, -18.033, 5.939)  -1.85
C (-11.260, -19.152, 8.185)  -1.11
C (-12.081, -15.369, 7.606)  3.54
C (-12.181, -14.910, 6.137)  -1.80
C (-13.390, -16.143, 8.083)  -1.15
H (-15.544, -15.189, 12.607)  0.46
H (-14.952, -13.455, 12.292)  0.24
H (-14.353, -14.386, 13.696)  0.24
H (-13.755, -14.935, 10.736)  0.14
H (-12.875, -17.135, 12.820)  -0.14
H (-13.236, -17.181, 11.107)  -0.18
H (-14.544, -17.124, 12.267)  0.75
H (-11.693, -12.800, 13.434)  1.24
H (-10.919, -15.197, 15.064)  0.01
H (-12.473, -15.470, 14.451)  0.25
H (-12.192, -13.999, 15.467)  0.44
H (-9.325, -14.605, 13.611)  0.06
H (-9.454, -13.118, 14.381)  0.69
H (-9.462, -13.168, 12.552)  0.19
H (-13.463, -12.149, 10.953)  0.31
H (-13.059, -9.281, 8.670)  0.38
H (-13.946, -9.964, 10.043)  0.35
H (-14.298, -10.502, 8.438)  0.30
H (-11.073, -10.770, 7.699)  0.41
H (-9.401, -12.357, 8.118)  0.49
H (-6.957, -13.454, 9.626)  0.34
H (-5.437, -13.968, 7.754)  0.50
H (-4.838, -15.779, 6.116)  0.35
H (-5.901, -15.754, 4.717)  0.32
H (-5.968, -17.085, 6.010)  0.34
H (-8.470, -16.531, 6.061)  0.44
H (-9.458, -18.276, 7.361)  0.55
H (-12.193, -18.146, 5.871)  0.36
H (-10.751, -18.850, 5.333)  0.47
H (-10.875, -17.127, 5.414)  0.40
H (-12.262, -18.852, 8.532)  0.16
H (-10.664, -19.345, 9.094)  0.17
H (-11.216, -20.076, 7.603)  0.50
H (-11.913, -14.567, 8.283)  -2.02
H (-11.448, -14.234, 5.766)  0.36
H (-13.160, -14.499, 6.037)  0.53
H (-12.178, -15.729, 5.414)  0.33
H (-13.933, -16.706, 7.322)  0.37
H (-14.079, -15.347, 8.389)  0.45
H (-13.330, -16.869, 8.956)  -0.13
C (-7.920, -14.586, 16.597)  0.43
C (-6.894, -15.729, 16.685)  -1.10
S (-6.605, -16.727, 15.173)  0.37
C (-4.951, -16.264, 14.554)  -1.26
C (-5.081, -15.396, 13.316)  -0.06
S (-6.224, -13.989, 13.104)  0.18
C (-5.659, -12.626, 14.105)  -0.88
C (-5.780, -12.736, 15.643)  -0.75
S (-7.348, -12.862, 16.526)  -0.14
H (-8.556, -14.440, 17.487)  0.42
H (-8.520, -14.745, 15.669)  -0.60
H (-7.166, -16.463, 17.535)  0.37
H (-5.846, -15.385, 17.052)  0.32
H (-4.543, -17.227, 14.260)  0.45
H (-4.332, -15.855, 15.337)  0.50
H (-5.526, -16.051, 12.510)  -0.52
H (-4.131, -15.012, 12.961)  0.69
H (-4.646, -12.357, 13.903)  0.51
H (-6.373, -11.900, 13.773)  0.37
H (-5.476, -11.772, 16.085)  0.41
H (-5.117, -13.460, 16.006)  0.32
N (-2.231, -18.061, 10.503)  -0.57
C (-3.568, -17.925, 10.807)  1.05
C (-4.185, -18.959, 11.538)  -0.99
C (-5.567, -19.048, 11.623)  -0.50
C (-6.314, -18.161, 10.915)  -0.06
C (-5.732, -17.088, 10.196)  -0.56
C (-4.373, -17.002, 10.156)  -0.55
S (-7.990, -18.536, 10.554)  0.96
O (-8.166, -19.949, 10.696)  -0.77
O (-8.280, -17.949, 9.267)  -0.49
N (-9.075, -17.810, 11.498)  -0.55
C (-9.142, -18.098, 12.832)  0.25
N (-8.325, -18.992, 13.408)  -0.06
C (-8.630, -19.387, 14.637)  -0.69
C (-9.705, -18.790, 15.317)  -0.95
C (-10.490, -17.836, 14.673)  -0.21
N (-10.127, -17.403, 13.471)  0.43
H (-1.705, -18.711, 11.083)  0.24
H (-1.782, -17.206, 10.260)  0.23
H (-3.636, -19.775, 11.995)  0.33
H (-6.129, -19.866, 12.025)  0.58
H (-6.323, -16.393, 9.642)  0.26
H (-3.953, -16.267, 9.514)  0.45
H (-8.014, -20.070, 15.116)  0.50
H (-10.043, -19.118, 16.317)  0.39
H (-11.343, -17.392, 15.154)  0.49

=====

Entry from OMol25: a 19-piece molecular cluster, C42H62BCl55FIN2O7P overall (wB97M-V/def2-TZVPD).

As for the net charge: +1. The value obtained for the HOMO energy is -11.04 eV. For the LUMO energy, the calculation gives -0.0962 Eh.

Each line ends with the Mulliken charge.
Cartesian coordinates (Å):
C (-0.358, -1.500, 3.041)  -2.37
C (-1.298, -1.808, 2.186)  0.54
C (-1.125, -2.889, 1.159)  -0.71
N (-2.033, -2.983, -0.020)  -0.42
C (-3.329, -3.711, 0.268)  0.43
B (-4.268, -3.143, 1.446)  1.33
O (-3.839, -3.392, 2.737)  -0.50
O (-5.463, -2.506, 1.313)  -0.76
C (-3.941, -4.190, -1.068)  -0.82
C (-5.426, -4.574, -0.946)  -0.25
C (-5.756, -5.322, -2.228)  -0.26
O (-5.332, -6.440, -2.397)  -0.53
F (-6.491, -4.764, -3.205)  -0.14
N (-3.590, -3.421, -2.281)  -0.44
C (-3.243, -1.996, -2.047)  -0.63
C (-3.000, -1.438, -3.484)  -0.85
C (-2.172, -0.189, -3.776)  -0.25
O (-1.131, -0.304, -4.350)  -0.45
I (-2.718, 1.848, -3.335)  0.02
P (-4.916, -1.266, -1.479)  -0.20
O (-5.890, -1.937, -2.598)  -0.47
O (-4.977, 0.300, -1.908)  0.05
C (-2.088, -1.839, -1.014)  1.86
Cl (-2.455, -0.266, -0.228)  0.74
C (-0.687, -1.831, -1.682)  -2.24
C (0.098, -0.513, -1.651)  -0.73
C (0.876, -0.221, -0.354)  -0.11
C (0.588, 1.201, 0.175)  0.50
C (1.639, 2.222, -0.221)  -0.86
C (1.317, 3.582, 0.410)  -1.32
C (-0.070, 4.123, 0.007)  -0.23
C (-1.224, 3.730, 0.954)  0.02
C (-2.241, 4.840, 1.226)  -0.63
C (-3.120, 4.450, 2.434)  -0.94
C (-4.619, 4.430, 2.080)  -0.74
C (-5.103, 3.032, 1.717)  0.11
O (-6.268, 3.019, 0.922)  -0.44
C (-6.025, 3.487, -0.392)  -0.78
H (0.471, -2.173, 3.176)  0.59
H (-0.386, -0.601, 3.620)  0.59
H (-2.215, -1.249, 2.250)  0.54
H (-0.078, -2.918, 0.888)  0.82
H (-1.252, -3.836, 1.685)  0.05
H (-1.585, -3.701, -0.592)  0.71
H (-2.939, -4.636, 0.689)  -1.13
H (-4.133, -2.670, 3.300)  0.17
H (-5.566, -1.730, 1.871)  0.27
H (-3.499, -5.166, -1.269)  1.02
H (-6.078, -3.737, -0.743)  0.40
H (-5.503, -5.337, -0.180)  0.55
H (-2.726, -3.811, -2.649)  0.58
H (-2.563, -2.236, -4.079)  0.71
H (-3.982, -1.291, -3.940)  0.83
H (-6.785, -1.852, -2.241)  0.36
H (-4.935, 0.884, -1.142)  0.13
H (-0.764, -2.102, -2.730)  0.43
H (-0.012, -2.586, -1.279)  0.94
H (0.845, -0.623, -2.430)  0.32
H (-0.469, 0.366, -1.935)  -0.04
H (0.733, -0.956, 0.433)  -0.41
H (1.941, -0.234, -0.578)  0.87
H (-0.367, 1.515, -0.227)  -0.66
H (0.498, 1.173, 1.259)  0.17
H (2.614, 1.909, 0.154)  0.41
H (1.745, 2.334, -1.299)  0.39
H (1.361, 3.492, 1.494)  0.57
H (2.054, 4.300, 0.061)  0.32
H (-0.287, 3.707, -0.978)  0.10
H (-0.057, 5.202, -0.124)  0.38
H (-0.826, 3.280, 1.860)  0.38
H (-1.767, 2.927, 0.448)  -0.43
H (-2.858, 4.956, 0.341)  0.35
H (-1.683, 5.734, 1.483)  0.51
H (-2.990, 5.195, 3.210)  0.47
H (-2.860, 3.471, 2.831)  0.40
H (-5.201, 4.763, 2.935)  0.34
H (-4.802, 5.151, 1.290)  0.37
H (-5.353, 2.496, 2.628)  0.39
H (-4.288, 2.468, 1.239)  -0.20
H (-6.566, 2.886, -1.119)  0.28
H (-4.963, 3.455, -0.654)  0.25
H (-6.377, 4.512, -0.486)  0.34
C (3.664, 0.162, 4.036)  0.54
Cl (2.075, -0.176, 3.309)  -0.05
Cl (4.056, 1.878, 3.950)  -0.12
Cl (3.635, -0.423, 5.696)  -0.10
H (4.420, -0.385, 3.490)  -0.40
C (-7.818, 0.764, -5.085)  0.66
Cl (-9.111, -0.032, -4.181)  -0.13
Cl (-7.418, -0.157, -6.538)  -0.14
Cl (-8.270, 2.420, -5.499)  -0.14
H (-6.944, 0.804, -4.465)  -0.29
C (6.903, -2.537, 4.976)  0.10
Cl (5.371, -2.747, 4.117)  -0.04
Cl (7.400, -0.849, 5.028)  0.04
Cl (6.780, -3.191, 6.608)  -0.13
H (7.660, -3.090, 4.443)  0.06
C (7.289, -1.236, 0.629)  0.10
Cl (7.721, -2.534, 1.742)  -0.08
Cl (6.420, 0.055, 1.471)  -0.07
Cl (8.726, -0.594, -0.162)  -0.10
H (6.636, -1.642, -0.130)  0.15
C (1.322, 5.561, -3.290)  -0.22
Cl (2.675, 4.773, -2.476)  -0.09
Cl (0.027, 4.407, -3.589)  0.02
Cl (0.739, 6.927, -2.338)  -0.11
H (1.671, 5.931, -4.242)  0.39
C (8.586, 4.532, -1.134)  -0.15
Cl (10.186, 5.202, -1.439)  -0.07
Cl (8.649, 2.771, -1.031)  -0.03
Cl (7.883, 5.200, 0.351)  -0.14
H (7.945, 4.800, -1.962)  0.38
C (3.245, -2.481, -3.257)  -0.30
Cl (1.614, -2.885, -3.794)  0.02
Cl (3.564, -0.761, -3.465)  -0.09
Cl (3.452, -2.951, -1.555)  -0.14
H (3.954, -3.036, -3.855)  0.55
C (11.374, -1.910, 4.819)  0.66
Cl (11.476, -1.540, 3.096)  -0.11
Cl (10.262, -3.251, 5.112)  -0.12
Cl (12.964, -2.297, 5.470)  -0.12
H (10.996, -1.023, 5.344)  -0.29
C (-2.167, -7.048, 2.654)  1.14
Cl (-0.476, -6.529, 2.685)  -0.14
Cl (-2.753, -7.144, 0.987)  -0.14
Cl (-2.366, -8.582, 3.476)  -0.11
H (-2.759, -6.308, 3.169)  -0.69
C (-1.691, 7.685, -6.030)  -0.05
Cl (-1.949, 7.918, -7.757)  -0.07
Cl (-2.588, 6.283, -5.452)  -0.08
Cl (0.036, 7.525, -5.674)  -0.11
H (-2.060, 8.560, -5.512)  0.33
C (-4.920, -6.693, 6.149)  0.19
Cl (-3.783, -7.968, 6.570)  -0.12
Cl (-5.270, -5.678, 7.545)  -0.13
Cl (-4.292, -5.710, 4.814)  -0.06
H (-5.843, -7.152, 5.824)  0.07
C (11.513, 8.120, 1.298)  -0.11
Cl (10.157, 7.038, 0.971)  0.00
Cl (11.732, 8.338, 3.035)  -0.12
Cl (12.986, 7.500, 0.555)  -0.11
H (11.294, 9.085, 0.861)  0.34
C (11.297, 3.399, 1.832)  0.81
Cl (12.895, 4.094, 1.558)  -0.11
Cl (11.415, 1.639, 1.925)  -0.05
Cl (10.567, 4.065, 3.294)  -0.08
H (10.663, 3.656, 0.993)  -0.55
C (-10.518, -3.799, -5.343)  -0.03
Cl (-10.411, -4.241, -7.045)  -0.12
Cl (-8.999, -4.162, -4.504)  -0.03
Cl (-11.018, -2.110, -5.195)  -0.10
H (-11.281, -4.413, -4.885)  0.31
C (4.365, -6.966, -4.100)  -0.02
Cl (4.003, -6.677, -5.801)  -0.12
Cl (6.087, -7.243, -3.863)  -0.11
Cl (3.811, -5.606, -3.109)  -0.03
H (3.831, -7.852, -3.784)  0.31
C (9.809, 1.271, 7.554)  -0.11
Cl (11.099, 1.696, 8.674)  -0.12
Cl (9.853, 2.308, 6.129)  -0.06
Cl (9.921, -0.432, 7.090)  -0.09
H (8.861, 1.420, 8.054)  0.34
C (-8.993, -5.873, 7.561)  0.18
Cl (-10.431, -6.668, 8.189)  -0.12
Cl (-8.465, -6.639, 6.055)  -0.13
Cl (-9.282, -4.152, 7.311)  -0.11
H (-8.199, -5.981, 8.288)  0.20
C (-2.584, 7.002, -11.347)  0.21
Cl (-1.872, 7.582, -12.852)  -0.12
Cl (-3.877, 8.079, -10.810)  -0.12
Cl (-3.184, 5.354, -11.533)  -0.12
H (-1.812, 6.995, -10.589)  0.14

=====

Which of these has the lowest net charge?
C42H61FN5O4P2S2Ti